Entry 1:
The following is a quantum chemistry calculation of a cluster of 4 separate species, C5H16O3 in total at a distorted geometry, from the Open Molecules 2025 dataset.

Results
Structure (SMILES): C=CCCC.O.O.O
Orbital gap (eV): 9.924

CARTESIAN COORDINATES (ANGSTROEM)
C  0.573680  1.094214  2.749359
C  -0.277443  1.018404  1.480025
C  0.593582  0.477770  0.329508
C  -0.031817  0.082316  -0.975633
C  0.718815  0.087649  -2.092200
H  0.027469  1.571198  3.562532
H  0.911648  0.118234  3.095856
H  1.482252  1.670956  2.541035
H  -1.036833  0.257516  1.682563
H  -0.786393  1.945060  1.232548
H  1.276095  -0.289407  0.703335
H  1.240467  1.324152  0.070091
H  -1.023511  -0.342214  -1.037065
H  1.760480  0.328026  -1.914370
H  0.293579  -0.198254  -3.039784
H  -0.825550  1.979744  -1.933258
H  -0.127768  3.201961  -1.390677
O  -0.979936  2.895210  -1.695686
H  0.671098  -3.816621  -0.772566
H  1.569165  -2.728871  -1.291521
O  0.933534  -2.914062  -0.573310
H  -1.690584  -2.555561  1.558777
H  -0.666649  -2.403952  0.422831
O  -1.505979  -2.048581  0.771569

Forces on atoms 1 to 3 (eV/Å):
C 0.157 0.697 -0.277
C 0.018 -1.842 0.237
C 0.042 1.364 0.167

=====

Entry 2:
The following is a quantum chemistry calculation of a cluster of 2 separate species, C4H5Cl in total at a distorted geometry, from the Open Molecules 2025 dataset.

Results
Structure (SMILES): C#CC=C.Cl
Orbital gap (eV): 10.270

CARTESIAN COORDINATES (ANGSTROEM)
C  -0.202970  2.204487  0.006636
C  -0.426735  1.007906  0.099140
C  -0.568065  -1.442774  0.020865
C  -1.114094  -0.247759  -0.156562
Cl  2.858203  0.228596  -0.063994
H  0.019116  3.181798  -0.223505
H  -1.143327  -2.409076  -0.047884
H  2.274420  -0.835430  0.465775
H  0.504184  -1.466834  0.216417
H  -2.200728  -0.220914  -0.316886

Forces on atoms 1 to 3 (eV/Å):
C -0.536 -3.454 0.346
C -0.872 1.696 -1.291
C 0.112 -0.970 -0.189

=====

Entry 3:
The following is a quantum chemistry calculation of a cluster of 7 separate species, C34H88N6O11 in total at a distorted geometry, from the Open Molecules 2025 dataset.

Results
Structure (SMILES): COC[C@H](C)N.COC[C@H](C)N.COCCNCCOC.COCCNCCOC.COCCNCCOC.COCCNCCOC.CCO
Orbital gap (eV): 9.001

CARTESIAN COORDINATES (ANGSTROEM)
C  13.646500  14.805050  -9.466550
O  14.116350  14.799380  -8.146850
C  14.150710  16.064610  -7.566730
C  15.372620  16.218610  -6.630270
N  15.217210  15.599770  -5.306470
C  14.872540  14.170810  -5.427470
C  14.912730  13.256210  -4.192360
O  16.283620  13.017280  -3.878720
C  16.414190  12.064330  -2.810810
H  14.334110  15.221340  -10.202750
H  12.687410  15.289450  -9.649870
H  13.522980  13.754460  -9.729400
H  13.179230  16.335740  -7.153430
H  14.389820  16.794340  -8.340300
H  15.444510  17.294420  -6.470380
H  16.272050  15.884910  -7.147750
H  16.101600  15.496230  -4.829780
H  15.454450  13.603590  -6.153920
H  13.891930  14.052300  -5.888410
H  14.468170  12.293070  -4.443010
H  14.240540  13.722530  -3.472090
H  16.174150  12.494710  -1.838570
H  17.437270  11.690670  -2.768450
H  15.719830  11.241420  -2.980440
C  19.204650  1.357380  -13.055850
O  18.696900  2.563190  -13.574980
C  18.740720  2.669440  -14.994810
C  18.463200  4.163640  -15.366540
N  17.045920  4.471100  -15.249140
C  16.788020  5.757890  -15.931770
C  16.914870  7.080440  -15.039560
O  18.226870  7.487990  -14.733920
C  18.357870  8.804210  -14.208300
H  20.289840  1.297260  -13.138660
H  18.741500  0.506570  -13.555560
H  19.023840  1.320820  -11.981590
H  18.000680  1.991990  -15.420840
H  19.727320  2.332980  -15.313440
H  18.785550  4.287900  -16.400330
H  19.100750  4.777620  -14.730420
H  16.886690  4.539480  -14.254120
H  15.723090  5.641620  -16.133060
H  17.332980  5.851110  -16.871130
H  16.308900  6.907800  -14.150100
H  16.340510  7.869280  -15.525290
H  19.403270  9.112780  -14.205010
H  17.906100  8.868940  -13.218460
H  17.886740  9.440370  -14.957600
C  14.022350  26.179280  -8.971460
O  15.094370  25.547200  -9.647180
C  15.166820  25.828880  -10.989560
C  15.699610  27.325780  -11.240110
N  15.784100  27.582690  -12.672800
C  16.485930  28.845100  -12.814360
C  16.650380  29.364990  -14.277940
O  17.290540  28.429320  -15.176880
C  18.597980  28.122900  -14.788220
H  14.079190  25.844060  -7.935850
H  13.114930  25.798060  -9.439820
H  14.090590  27.258330  -9.109640
H  14.146980  25.759230  -11.367940
H  15.776290  25.140570  -11.575120
H  16.712450  27.292280  -10.838710
H  15.174670  28.081330  -10.655570
H  16.346490  26.903900  -13.165810
H  17.490560  28.721400  -12.409990
H  15.998360  29.610080  -12.210060
H  17.261550  30.254340  -14.124250
H  15.682120  29.659010  -14.683060
H  19.149140  29.038180  -14.572340
H  19.113540  27.549130  -15.558340
H  18.686430  27.574250  -13.850530
C  17.124340  21.468590  -21.873300
O  16.059970  21.604460  -20.932880
C  16.318030  22.664730  -19.998260
C  14.990640  22.962230  -19.282020
N  14.438970  21.867740  -18.492220
C  13.173360  22.165200  -17.773420
C  12.522050  20.921360  -17.124290
O  11.938270  20.042920  -18.048430
C  10.899820  20.652480  -18.815290
H  16.968990  20.588010  -22.496630
H  18.055340  21.285650  -21.336760
H  17.222220  22.349790  -22.507340
H  16.726820  23.523640  -20.530490
H  17.056320  22.308340  -19.279920
H  14.349750  23.194050  -20.132680
H  15.118620  23.876440  -18.702420
H  14.341420  21.107820  -19.150320
H  12.536580  22.695370  -18.481620
H  13.360010  22.901440  -16.991620
H  11.723120  21.306780  -16.490850
H  13.326230  20.452300  -16.557390
H  10.371420  19.853870  -19.335980
H  11.303370  21.393180  -19.505660
H  10.147700  21.218320  -18.265530
C  20.988290  14.356730  -20.904330
C  21.806430  13.082010  -21.351170
C  20.930400  11.825360  -21.465340
O  21.732760  10.684850  -21.682710
C  21.084930  9.466840  -21.950310
N  22.460090  13.490080  -22.550720
H  20.516370  14.143580  -19.945180
H  20.152070  14.652040  -21.538070
H  21.665710  15.187910  -20.708530
H  22.564270  12.942300  -20.580280
H  20.242050  11.938480  -22.302890
H  20.348150  11.614390  -20.568360
H  21.761730  8.701910  -22.331000
H  20.309640  9.506820  -22.715440
H  20.646320  9.047590  -21.044800
H  21.770370  13.621620  -23.276730
H  22.998190  12.698370  -22.872790
C  25.708480  26.549900  -9.281490
C  24.582920  26.146670  -10.326520
C  25.025520  24.832970  -11.023410
O  26.116780  25.082970  -11.918340
C  26.403670  24.040520  -12.809500
N  23.374410  25.912500  -9.639210
H  26.682360  26.430480  -9.756250
H  25.665950  26.081330  -8.298270
H  25.488520  27.585800  -9.023370
H  24.378720  26.912960  -11.074320
H  24.124910  24.487840  -11.531230
H  25.191100  23.991260  -10.350940
H  25.483390  23.882970  -13.371960
H  26.711230  23.170280  -12.229680
H  27.197910  24.294090  -13.511640
H  22.824450  25.265350  -10.185880
H  23.552610  25.397370  -8.788930
C  20.690330  19.362320  -13.174590
C  19.448600  19.965870  -13.881620
O  19.601730  21.367020  -14.026370
H  21.657840  19.498020  -13.657910
H  20.578220  18.284460  -13.057340
H  20.747540  19.784310  -12.171220
H  18.521550  19.784120  -13.337880
H  19.289210  19.501020  -14.854550
H  19.208080  21.708930  -14.832440

Forces on atoms 1 to 3 (eV/Å):
C -0.168 -1.025 -0.600
O -0.215 -0.401 -0.393
C 1.446 0.688 0.040

=====

Molar mass, respectively: 124.18 88.54 757.11 g/mol.
HOMO energy, respectively: -9.55 -9.45 -8.71 eV.
Relative energy (zero: lowest compared OMol25 entry of this formula, charge and spin), respectively: 72.0 162.8 664.7 kJ/mol.